No. 1
ORCA calculation (the ωB97M-V functional and the def2-TZVPD basis) on a molecular structure, C8H10Br2Si at a distorted geometry.

Structure (XYZ):
```
21
Properties=species:S:1:pos:R:3:forces:R:3
C -1.172 -0.510 3.118 2.0 2.7 -4.5
C 0.213 -0.392 3.208 -0.3 0.6 -0.9
C -1.850 -0.012 1.963 -0.2 -1.6 1.1
C 1.029 -0.010 2.078 -4.6 -0.9 0.2
C -1.123 0.270 0.838 1.6 0.5 -0.1
C 0.291 0.184 0.893 1.5 1.5 -2.2
C -0.424 -0.554 -2.793 -0.6 -0.6 0.3
C 1.074 -0.282 -2.646 -0.1 1.1 -2.4
Si 1.330 0.946 -1.273 -1.0 -0.5 2.9
Br 3.341 1.645 -0.599 -0.1 -0.4 -0.3
Br 0.327 2.805 -1.952 -0.2 0.0 0.1
H -1.715 -0.944 3.821 -2.2 -1.4 3.5
H 0.559 -0.462 4.224 0.9 -0.5 0.0
H -2.951 -0.020 1.974 0.6 0.1 -0.2
H 2.053 -0.043 2.191 2.1 0.3 -0.2
H -1.558 0.635 -0.083 -0.3 -0.1 0.1
H -0.546 -1.332 -3.503 0.2 -1.1 -0.9
H -0.834 -1.033 -1.883 -0.3 1.0 -0.2
H -1.011 0.238 -3.314 0.4 -0.1 1.3
H 1.311 0.046 -3.724 0.4 0.2 1.8
H 1.654 -1.175 -2.537 0.2 -0.7 0.5
```
Forces are in eV/Å.

Results
**ΔE to the lowest compared entry with this formula, charge and spin**: 35.3 kcal per mole
**Strongest force on any atom**: 5.66 eV Å⁻¹
**HOMO-LUMO gap**: 0.3517 Eh

natural (NBO) population analysis, charges in e, atoms 1 to 6:
1 C -0.209
2 C -0.199
3 C -0.198
4 C -0.277
5 C -0.297
6 C -0.152

---

No. 2
ORCA calculation (the ωB97M-V functional and the def2-TZVPD basis) on 9 unconnected molecules or ions with the total composition C18H47FIN12O21P2 at a distorted geometry.

Structure (XYZ):
```
102
Properties=species:S:1:pos:R:3:forces:R:3
C -1.515 0.796 1.902 -0.2 -0.2 -0.3
O -1.137 2.103 1.560 0.1 0.7 -0.5
C -0.507 2.778 2.630 0.2 -1.2 0.5
C 0.923 2.306 2.869 0.3 0.9 0.0
C 1.944 2.948 1.942 0.1 -0.7 -0.3
C 1.558 2.824 0.458 0.7 0.2 0.8
C 2.831 2.873 -0.382 -0.4 0.6 -0.6
C 2.634 2.394 -1.858 1.3 -0.3 2.9
F 1.336 2.436 -2.092 -1.2 0.3 -1.4
N 3.363 3.381 -2.708 -1.5 -1.7 -0.7
P 2.617 3.875 -4.249 0.5 1.6 -1.0
O 1.819 2.648 -4.916 -0.1 0.3 0.4
I 0.823 5.435 -3.614 0.3 -0.5 0.1
C 4.700 3.149 -2.828 -0.1 1.2 -0.4
N 5.470 4.168 -3.089 0.3 0.5 -0.6
N 5.313 1.949 -2.735 0.0 -1.0 1.6
C 4.706 0.990 -1.807 -0.8 -0.2 -0.1
C 3.171 0.972 -2.007 0.8 -0.7 -0.4
N 2.889 0.419 -3.332 0.0 0.1 -0.1
P 2.337 -0.248 -0.878 0.0 -0.7 -0.5
O 0.928 -0.332 -1.108 -1.7 0.3 -0.1
O 3.024 -1.662 -1.292 0.9 1.0 0.5
O 2.804 0.003 0.627 0.8 -0.2 -0.3
H -0.674 0.134 2.080 0.3 -0.1 0.2
H -2.066 0.372 1.074 -0.1 0.1 -0.4
H -2.165 0.783 2.766 -0.1 0.1 0.4
H -1.071 2.556 3.535 -0.2 0.2 0.2
H -0.509 3.848 2.469 -0.2 0.3 -0.3
H 1.183 2.583 3.885 0.1 -0.1 0.3
H 1.037 1.232 2.801 -0.3 -0.3 0.0
H 2.882 2.419 2.086 0.3 -0.1 0.1
H 2.153 3.977 2.209 -0.1 0.4 0.0
H 0.974 1.930 0.304 -0.2 -0.2 -0.1
H 0.947 3.687 0.241 -0.4 0.0 -0.5
H 3.646 2.359 0.111 0.1 -0.3 0.0
H 3.124 3.915 -0.444 0.2 0.3 0.1
H 0.866 2.819 -4.993 0.0 -0.4 0.2
H 6.419 4.163 -2.750 0.3 -0.3 -0.7
H 5.117 4.986 -3.582 0.0 0.4 0.6
H 5.499 1.553 -3.648 0.6 0.2 0.0
H 4.995 1.171 -0.779 0.3 0.4 0.1
H 5.054 0.002 -2.064 0.4 -0.2 -0.2
H 3.299 0.980 -4.069 -0.3 0.1 -0.1
H 3.301 -0.502 -3.428 -0.2 -0.2 0.1
H 3.950 -1.621 -0.996 -0.1 -0.6 -0.2
H 3.030 -0.853 1.025 -0.2 0.2 0.3
C -2.677 -2.848 3.673 0.1 -0.1 0.2
N -2.637 -1.659 4.566 0.0 -0.1 0.0
O -3.498 -1.548 5.413 0.1 0.1 -0.1
O -1.732 -0.861 4.382 -0.1 -0.2 0.2
H -3.525 -3.460 3.945 -0.1 0.1 0.1
H -2.771 -2.490 2.654 0.1 0.0 0.0
H -1.741 -3.387 3.819 -0.1 0.2 -0.1
C 1.853 -4.693 5.658 -0.1 0.3 0.0
N 0.449 -4.436 5.235 0.0 0.0 0.0
O -0.434 -4.656 6.035 0.0 0.0 -0.2
O 0.275 -4.017 4.101 0.2 -0.1 0.2
H 1.847 -5.053 6.674 -0.1 0.0 0.1
H 2.264 -5.433 4.984 0.0 0.0 -0.1
H 2.390 -3.751 5.582 0.0 0.0 -0.1
C -0.684 8.417 -5.279 0.0 0.0 0.1
N -0.462 9.878 -5.468 0.0 0.1 0.1
O -0.089 10.517 -4.504 0.0 -0.1 -0.2
O -0.668 10.319 -6.579 0.0 -0.1 0.1
H -0.463 8.168 -4.248 0.0 0.1 0.0
H -1.724 8.210 -5.514 0.0 0.0 -0.1
H -0.019 7.895 -5.960 -0.1 0.0 -0.1
C -5.066 -5.839 0.600 0.0 -0.1 0.1
N -4.677 -4.744 1.527 -0.1 -0.3 -0.1
O -4.906 -4.888 2.710 0.0 0.1 -0.1
O -4.154 -3.768 1.023 0.0 0.1 0.1
H -5.521 -6.635 1.176 0.0 0.1 0.1
H -5.768 -5.427 -0.113 0.1 0.0 -0.1
H -4.163 -6.181 0.102 0.0 0.1 -0.1
C -9.182 -6.518 -2.435 -0.2 0.0 0.0
N -8.063 -6.336 -1.469 -0.1 0.0 0.0
O -8.343 -6.056 -0.321 0.1 0.0 -0.1
O -6.935 -6.478 -1.902 -0.2 0.0 0.1
H -10.117 -6.361 -1.911 0.0 0.0 0.1
H -9.049 -5.788 -3.227 0.1 -0.1 0.0
H -9.116 -7.530 -2.822 0.1 0.0 -0.1
C 2.383 -9.165 7.791 0.0 -0.1 0.1
N 2.718 -7.722 7.633 0.0 0.0 0.0
O 3.030 -7.100 8.624 0.0 0.0 -0.2
O 2.653 -7.259 6.507 0.1 -0.4 0.3
H 2.484 -9.429 8.836 0.0 0.1 0.0
H 1.362 -9.301 7.449 0.0 0.0 -0.1
H 3.078 -9.729 7.175 -0.1 0.0 -0.1
C 4.205 6.441 -6.728 -0.2 0.0 0.0
N 5.387 6.694 -5.861 0.0 0.0 0.0
O 5.176 6.969 -4.684 0.1 -0.3 0.0
O 6.477 6.590 -6.366 -0.1 0.0 0.1
H 3.311 6.566 -6.128 0.0 0.0 0.0
H 4.226 7.146 -7.554 0.1 0.0 0.0
H 4.294 5.421 -7.091 0.0 0.0 -0.1
C -6.144 -0.896 0.212 0.2 -0.2 0.1
N -6.688 -1.262 -1.127 0.0 0.0 0.0
O -6.235 -2.251 -1.670 -0.1 0.1 0.0
O -7.552 -0.542 -1.584 0.1 -0.1 0.0
H -5.389 -1.624 0.487 0.0 0.0 -0.1
H -5.719 0.100 0.132 -0.1 0.0 0.0
H -6.974 -0.909 0.912 0.0 0.1 0.0
```
Forces are in eV/Å.

Results
**Strongest force on any atom**: 3.24 eV Å⁻¹
**HOMO-LUMO gap**: 0.2493 Eh
**Net charge**: +1

Löwdin population analysis, charges in e, atoms 1 to 6:
1 C -0.116
2 O -0.187
3 C -0.213
4 C -0.169
5 C -0.194
6 C -0.176

---

No. 3
ORCA calculation (the ωB97M-V functional and the def2-TZVPD basis) on a single C29H27NO4 molecule at a distorted geometry.

Structure (XYZ):
```
61
Properties=species:S:1:pos:R:3:forces:R:3
C 4.508 -0.730 1.596 0.0 0.2 0.0
N 3.126 -1.115 1.446 -0.5 -0.3 0.0
C 2.110 -0.223 1.253 -0.6 -1.2 0.4
C 0.873 -0.864 1.294 1.6 -0.1 0.3
C -0.420 -0.147 1.120 -1.1 -0.2 1.1
C -1.634 -1.087 1.248 0.3 0.3 -0.2
C -1.763 -2.218 0.431 -0.4 -0.2 0.2
C -2.825 -3.109 0.633 0.3 0.3 0.1
C -3.711 -2.897 1.694 -0.1 0.1 0.1
C -3.616 -1.741 2.474 0.2 0.1 -0.1
C -2.604 -0.811 2.212 0.1 -0.3 0.0
C -0.531 0.748 -0.148 -0.2 1.2 -1.0
C -1.419 0.167 -1.247 -0.2 -0.3 -0.4
C -1.439 0.938 -2.548 -0.4 -0.6 -0.3
C -0.571 0.521 -3.560 -0.1 0.2 -0.1
C -0.649 1.076 -4.830 -0.2 0.1 0.1
C -1.653 2.007 -5.115 0.1 0.1 0.1
C -2.560 2.389 -4.121 0.1 0.0 0.0
C -2.456 1.858 -2.834 0.3 -0.1 -0.1
C -1.249 2.026 0.276 -1.2 0.5 0.4
O -2.446 2.039 0.476 1.4 0.1 0.0
O -0.528 3.153 0.522 0.1 0.2 -0.4
C 0.740 3.387 -0.130 0.3 -0.9 0.5
C 0.595 3.857 -1.558 -0.2 0.3 -0.1
C 1.520 4.371 0.719 -0.2 -0.1 0.1
O 1.486 2.139 -0.124 -0.7 0.5 -0.5
C 0.839 1.066 -0.705 1.5 -0.9 -1.1
O 1.438 0.383 -1.512 -1.0 1.1 1.4
C 1.156 -2.255 1.660 0.9 0.5 -0.1
C 0.438 -3.361 2.122 -0.1 -0.7 0.1
C 1.115 -4.550 2.436 -0.2 0.5 -0.1
C 2.517 -4.623 2.408 0.4 0.4 -0.3
C 3.279 -3.494 2.068 -0.4 -1.0 0.0
C 2.583 -2.370 1.673 -0.1 1.0 0.5
H 5.125 -1.626 1.655 0.0 0.2 0.0
H 4.811 -0.129 0.734 0.1 -0.1 0.1
H 4.645 -0.131 2.506 0.1 -0.2 -0.1
H 2.365 0.819 1.158 -0.1 -0.2 -0.1
H -0.495 0.556 1.969 -0.1 -0.2 -0.2
H -1.014 -2.434 -0.336 -0.3 0.0 0.4
H -2.928 -3.977 -0.021 0.0 0.2 0.3
H -4.484 -3.637 1.919 0.2 0.3 -0.2
H -4.304 -1.548 3.302 0.1 -0.2 -0.4
H -2.538 0.125 2.775 0.0 -0.4 -0.1
H -1.071 -0.845 -1.458 -0.1 0.2 -0.1
H -2.443 0.111 -0.860 0.4 -0.1 0.0
H 0.147 -0.269 -3.338 -0.1 0.3 -0.1
H 0.064 0.756 -5.587 -0.3 0.1 0.0
H -1.724 2.433 -6.115 0.0 -0.1 0.2
H -3.363 3.091 -4.347 0.2 -0.2 0.0
H -3.176 2.108 -2.049 0.2 0.0 -0.3
H -0.028 3.181 -2.154 0.1 0.1 0.0
H 0.152 4.857 -1.560 -0.1 -0.2 -0.1
H 1.598 3.933 -1.995 -0.3 -0.1 0.0
H 1.492 4.076 1.769 0.0 0.0 -0.1
H 2.553 4.414 0.370 -0.1 -0.1 0.0
H 1.083 5.367 0.619 0.0 -0.1 0.0
H -0.642 -3.296 2.262 0.4 -0.2 -0.1
H 0.534 -5.434 2.717 0.2 0.4 0.0
H 3.021 -5.557 2.654 -0.1 0.2 0.0
H 4.370 -3.470 2.083 -0.3 -0.3 0.1
```
Forces are in eV/Å.

Results
**ΔE to the lowest compared entry with this formula, charge and spin**: 0.0 kcal per mole
**SMILES**: Cn1cc([C@H](c2ccccc2)C2(Cc3ccccc3)C(=O)OC(C)(C)OC2=O)c2ccccc21
**Strongest force on any atom**: 2.04 eV Å⁻¹
**HOMO-LUMO gap**: 0.2990 Eh

natural (NBO) population analysis, charges in e, atoms 1 to 6:
1 C -0.398
2 N -0.347
3 C 0.004
4 C -0.156
5 C -0.177
6 C -0.022

---

No. 4
ORCA calculation (the ωB97M-V functional and the def2-TZVPD basis) on a gas-phase ion, C3H8NO (charge -1) at a distorted geometry.

Structure (XYZ):
```
13
Properties=species:S:1:pos:R:3:forces:R:3
C -0.805 -1.018 -0.387 -0.5 -1.3 -0.5
C -0.376 0.361 0.027 0.7 -0.7 -1.6
N -0.566 0.563 1.395 0.8 -1.4 3.8
C 1.057 0.441 -0.529 2.1 -1.1 -1.1
O 2.091 -0.041 0.221 -1.0 0.6 0.5
H -0.042 -1.804 0.060 -1.5 1.5 -1.1
H -1.852 -1.242 -0.092 0.5 -0.2 0.2
H -0.804 -0.988 -1.520 0.2 -0.6 1.3
H -0.964 1.149 -0.427 -0.4 0.0 -0.8
H -0.074 1.352 1.746 0.1 1.8 -0.4
H 0.095 -0.061 1.922 -0.8 -0.4 -0.9
H 1.075 -0.180 -1.518 -0.5 0.9 0.6
H 1.165 1.468 -0.897 0.4 0.9 0.0
```
Forces are in eV/Å.

Results
**ΔE to the lowest compared entry with this formula, charge and spin**: 20.3 kcal per mole
**SMILES**: C[C@@H](N)C[O-]
**Strongest force on any atom**: 4.14 eV Å⁻¹
**HOMO-LUMO gap**: 0.2505 Eh
**Net charge**: -1

natural (NBO) population analysis, charges in e, atoms 1 to 6:
1 C -0.610
2 C -0.108
3 N -0.849
4 C -0.030
5 O -0.970
6 H 0.221

---

No. 5
ORCA calculation (the ωB97M-V functional and the def2-TZVPD basis) on a molecular structure, C3H4O2 at a distorted geometry.

Structure (XYZ):
```
9
Properties=species:S:1:pos:R:3:forces:R:3
C -0.379 -0.760 0.046 0.9 -0.3 0.0
C -1.362 0.150 -0.087 4.2 -0.3 -0.2
C 0.700 0.219 0.424 -4.6 -0.6 -1.3
O -0.711 1.311 0.066 0.2 0.1 0.2
O 1.802 0.397 -0.190 1.5 -0.5 -3.3
H -0.201 -1.813 -0.058 -0.5 -0.3 0.0
H -2.299 0.016 -0.482 -2.6 0.2 -0.2
H 0.749 0.478 1.397 0.4 0.9 3.3
H 1.701 0.001 -1.114 0.4 0.8 1.5
```
Forces are in eV/Å.

Results
**ΔE to the lowest compared entry with this formula, charge and spin**: 68.5 kcal per mole
**Strongest force on any atom**: 4.77 eV Å⁻¹
**HOMO-LUMO gap**: 0.3343 Eh

natural (NBO) population analysis, charges in e, atoms 1 to 6:
1 C -0.499
2 C 0.220
3 C 0.435
4 O -0.607
5 O -0.608
6 H 0.214

---

No. 6
ORCA calculation (the ωB97M-V functional and the def2-TZVPD basis) on a single C6H11NO molecule at a distorted geometry.

Structure (XYZ):
```
19
Properties=species:S:1:pos:R:3:forces:R:3
C 1.949 -0.965 1.268 -0.1 0.0 0.0
C 0.675 -0.354 0.794 -0.3 -0.5 -1.3
C -0.122 -0.572 -0.287 0.6 -0.4 0.5
C -0.359 -1.716 -1.207 0.1 0.2 -0.1
C -0.955 0.631 -0.070 1.2 0.8 1.7
C -0.632 1.917 -0.804 -0.1 -0.2 0.0
O -2.296 0.396 0.051 0.0 0.0 0.3
N 0.002 0.689 1.416 -1.3 0.1 -0.8
H 2.509 -1.410 0.444 -0.1 0.0 0.0
H 2.581 -0.208 1.736 0.0 0.0 0.0
H 1.753 -1.743 2.008 0.0 0.0 0.1
H -0.409 -1.389 -2.248 0.0 -0.1 0.0
H -1.299 -2.223 -0.975 0.0 0.0 0.0
H 0.447 -2.443 -1.114 0.0 0.0 0.0
H 0.443 2.048 -0.885 0.0 0.0 0.0
H -1.054 2.779 -0.284 -0.1 0.0 0.0
H -1.069 1.870 -1.805 0.1 0.0 0.0
H -2.757 1.216 0.267 0.0 -0.1 -0.1
H 0.593 1.476 1.693 -0.2 0.1 -0.3
```
Forces are in eV/Å.

Results
**ΔE to the lowest compared entry with this formula, charge and spin**: 50.6 kcal per mole
**SMILES**: CC1=C(C)[C@@](C)(O)N1
**Strongest force on any atom**: 2.19 eV Å⁻¹
**HOMO-LUMO gap**: 0.3108 Eh

natural (NBO) population analysis, charges in e, atoms 1 to 6:
1 C -0.662
2 C 0.213
3 C -0.178
4 C -0.634
5 C 0.477
6 C -0.655